Record 1
Density functional theory data (ωB97M-V with the def2-TZVPD basis set) for one molecule with the formula C19H19F3N2O2.

Its total energy is -35240.0393 eV. The SMILES is O=C(COc1ccccc1)Nc1cc(C(F)(F)F)ccc1N1CCCC1. As for the HOMO-LUMO gap: 8.5 eV.

The geometry in ORCA input format:
```
! RIJCOSX wB97M-V def2-TZVPD def2/J DEFGRID3
* xyz 0 1
O -1.0295 -2.8327 1.3622
C -0.3108 -2.1224 0.6983
C 1.1848 -2.4299 0.5497
O 1.8585 -1.3432 -0.0444
C 3.2132 -1.4277 -0.2353
C 3.8094 -0.3063 -0.8107
C 5.1686 -0.2856 -1.0459
C 5.9515 -1.3793 -0.7117
C 5.3598 -2.4909 -0.1422
C 3.9956 -2.5246 0.0992
N -0.6870 -1.0127 0.0277
C -1.9713 -0.4486 -0.0543
C -3.0800 -1.2754 -0.0735
C -4.3450 -0.7479 -0.2951
C -5.5425 -1.6448 -0.2858
F -6.5264 -1.2068 -1.0939
F -5.2683 -2.8991 -0.6762
F -6.1003 -1.7500 0.9396
C -4.4917 0.6113 -0.5315
C -3.3917 1.4409 -0.4834
C -2.1101 0.9550 -0.1889
N -1.0296 1.7987 -0.0917
C 0.0535 1.5871 0.8692
C 0.4515 2.9911 1.3248
C 0.1492 3.8226 0.0835
C -1.1761 3.2201 -0.3662
H 1.5798 -2.6478 1.5500
H 1.2780 -3.3372 -0.0633
H 3.1880 0.5376 -1.0689
H 5.6191 0.5882 -1.4923
H 7.0146 -1.3632 -0.8954
H 5.9605 -3.3487 0.1209
H 3.5598 -3.4050 0.5438
H 0.0472 -0.5218 -0.4617
H -2.9478 -2.3355 0.0681
H -5.4667 1.0213 -0.7441
H -3.5412 2.4916 -0.6636
H -0.2725 0.9578 1.6999
H 0.9156 1.1138 0.3857
H 1.4931 3.0412 1.6337
H -0.1768 3.3172 2.1545
H 0.0699 4.8877 0.2882
H 0.9174 3.6644 -0.6739
H -1.3816 3.3782 -1.4276
H -1.9919 3.6612 0.2226
*
```

Record 2
Density functional theory data (ωB97M-V with the def2-TZVPD basis set) for C52H55N3OP2PtSi as an isolated structure.

Its total energy is -91024.4739 eV. As for the HOMO-LUMO gap (spin up / spin down): 3.4 / 3.4 eV.

The geometry in ORCA input format:
```
! RIJCOSX wB97M-V def2-TZVPD def2/J DEFGRID3
* xyz 2 1
Pt -0.2096 -0.1232 0.0861
C -1.8332 1.9225 3.8248
Si -0.1624 1.7960 2.9706
C 0.9286 3.2996 3.3495
C 0.7819 0.3478 3.7138
N -0.4445 1.6472 1.2241
C -1.0078 2.7585 0.5672
C -1.3604 3.9435 1.2467
C -1.9283 5.0525 0.6479
C -2.1970 5.0419 -0.7090
C -1.8735 3.9041 -1.4221
C -1.2945 2.7999 -0.8090
O -1.0342 1.6386 -1.5492
C -0.8848 1.7595 -2.9210
C -1.8075 1.1541 -3.7507
C -1.6259 1.2163 -5.1282
C -0.5436 1.8979 -5.6612
C 0.3658 2.5216 -4.8131
C 0.2025 2.4517 -3.4386
H -1.7513 1.6058 4.8689
H -2.5643 1.2839 3.3298
H -2.2455 2.9298 3.8247
H 1.7967 2.9966 3.9428
H 0.4014 4.0559 3.9333
H 1.2855 3.7909 2.4410
H 0.3182 0.0864 4.6680
H 1.8056 0.6511 3.9262
H 0.8184 -0.5628 3.1187
H -1.1917 4.0099 2.3042
H -2.1642 5.9208 1.2490
H -2.6654 5.8836 -1.1993
H -2.0852 3.8634 -2.4814
H -2.6658 0.6600 -3.3148
H -2.3437 0.7424 -5.7851
H -0.4192 1.9654 -6.7335
H 1.1986 3.0763 -5.2272
H 0.8945 2.9412 -2.7632
C -1.9243 -2.8232 -0.8830
C -1.7535 -3.0292 0.6023
P -1.6907 -1.3565 1.3675
C -1.4732 -1.8811 3.0944
C -0.4257 -2.7694 3.3604
C -0.2420 -3.2829 4.6307
C -1.1014 -2.9114 5.6585
C -2.1322 -2.0215 5.4074
C -2.3189 -1.5051 4.1305
C -3.3695 -0.7278 1.1551
C -3.5875 0.3560 0.3054
C -4.8789 0.8046 0.0666
C -5.9553 0.1780 0.6759
C -5.7465 -0.9133 1.5113
C -4.4610 -1.3705 1.7463
P -0.4578 -1.8800 -1.4355
C -0.7972 -1.6887 -3.2071
C -2.0765 -1.3308 -3.6308
C -2.3720 -1.2799 -4.9837
C -1.3923 -1.5685 -5.9229
C -0.1113 -1.9050 -5.5097
C 0.1882 -1.9633 -4.1568
C 0.9105 -3.0733 -1.3661
C 0.7601 -4.3756 -1.8464
C 1.8096 -5.2762 -1.7651
C 3.0283 -4.8806 -1.2259
C 3.1939 -3.5820 -0.7702
C 2.1354 -2.6841 -0.8375
H -2.8154 -2.2231 -1.0768
H -2.0157 -3.7437 -1.4593
H -0.8156 -3.5481 0.8060
H -2.5584 -3.5986 1.0690
H 0.2650 -3.0525 2.5727
H 0.5675 -3.9749 4.8223
H -0.9679 -3.3205 6.6510
H -2.8011 -1.7263 6.2049
H -3.1284 -0.8128 3.9575
H -2.7496 0.8531 -0.1647
H -5.0396 1.6496 -0.5904
H -6.9610 0.5358 0.4993
H -6.5869 -1.4089 1.9784
H -4.3141 -2.2354 2.3821
H -2.8533 -1.1033 -2.9115
H -3.3717 -1.0188 -5.3050
H -1.6296 -1.5382 -6.9779
H 0.6508 -2.1420 -6.2402
H 1.1836 -2.2560 -3.8430
H -0.1724 -4.6916 -2.2980
H 1.6811 -6.2863 -2.1301
H 3.8479 -5.5847 -1.1722
H 4.1497 -3.2646 -0.3706
H 2.2584 -1.6657 -0.4916
C 2.9961 -0.5469 1.7782
C 4.0771 0.0152 2.3905
C 5.1516 -0.8103 2.8519
C 6.2160 -0.2518 3.5040
C 6.2399 1.1318 3.7183
C 5.2123 1.9709 3.2631
C 4.1464 1.4287 2.6020
H 2.1528 0.0445 1.4110
H 2.9464 -1.6220 1.6403
H 5.1064 -1.8794 2.6840
H 7.0323 -0.8691 3.8513
H 7.0748 1.5663 4.2544
H 5.2663 3.0369 3.4345
H 3.3398 2.0593 2.2522
C 3.2627 1.5717 -3.9753
N 2.6200 1.5080 -2.6689
C 2.9358 2.2602 -1.5660
C 2.0991 1.8489 -0.5749
N 1.2989 0.8384 -1.0541
C 1.6285 0.6774 -2.3232
H 4.2531 1.1233 -3.9301
H 3.3452 2.6095 -4.2889
H 2.6492 1.0346 -4.6939
H 3.6969 3.0206 -1.5897
H 2.0052 2.2074 0.4347
H 1.1711 -0.0058 -3.0193
*
```